Entry 1:
Below is a structure of composition C26H33BO4S in a non-equilibrium geometry, with properties calculated with the ωB97M-V functional and the def2-TZVPD basis.

The geometry in XYZ format:
```
65
Properties=species:S:1:pos:R:3:forces:R:3
C -1.94386 2.47084 -1.43964 -0.86 -0.79 0.46
O -2.21786 1.39292 -0.52513 -0.55 0.41 -0.52
C -1.18982 0.79796 0.09402 1.06 -0.42 0.64
C -1.47100 -0.26497 0.98993 -0.63 0.70 -0.50
C -0.45088 -0.77420 1.76660 -1.16 -0.31 0.36
C 0.83095 -0.27402 1.68779 1.14 -0.43 0.36
C 1.88411 -0.87636 2.58961 -3.57 0.51 2.04
O 2.32310 -2.14494 2.17453 1.04 -0.07 -0.04
C 2.16479 -2.65604 0.88005 -0.04 -1.26 -0.69
C 1.13330 0.70571 0.75560 -0.43 -0.06 0.10
C 0.13725 1.22782 -0.06070 0.02 0.34 -0.21
H -2.95206 2.80888 -1.70938 0.47 0.08 -0.14
H -1.38257 3.27494 -0.96876 0.05 0.04 0.07
H -1.41558 2.07191 -2.30155 0.09 0.17 -0.20
H -2.51411 -0.61523 1.09665 0.71 0.26 -0.10
H -0.69558 -1.52728 2.53327 0.25 0.27 -0.56
H 1.43980 -1.15522 3.55813 -0.74 -0.21 -0.71
H 2.50078 -1.98500 0.06624 -0.01 -0.20 0.40
H 2.81507 -3.58619 0.91894 -0.76 1.06 -0.46
H 1.10397 -2.99646 0.61675 1.14 0.58 0.57
H 2.13857 1.09929 0.73058 -0.11 0.02 -0.28
H 0.42503 2.00150 -0.78613 -0.35 -0.36 0.40
C 3.45368 0.07202 9.41359 0.16 0.03 0.40
C 3.08165 0.52540 8.04081 -0.32 2.04 -1.15
C 3.05843 1.85955 7.61067 0.58 -1.48 0.11
C 2.64146 2.01295 6.26379 -1.05 -0.96 0.09
C 2.16323 0.85359 5.67114 2.89 2.00 3.99
B 2.84746 0.25762 3.81403 -0.32 -1.27 -1.59
C 1.31323 0.90563 4.50440 -3.45 -0.28 -1.20
C 0.16607 0.10589 4.92795 0.46 0.69 0.01
C -1.12768 0.59439 4.85986 -0.15 -0.82 -0.54
C -1.42736 1.72191 4.09158 -0.24 0.51 0.58
C -0.38184 2.45487 3.49631 0.03 -0.85 0.33
C 0.94742 2.06716 3.70091 0.09 0.36 -0.19
O 3.73985 1.36705 3.68153 -0.85 -0.82 -0.52
C 4.81708 0.65346 3.07702 -0.60 -1.64 -0.52
C 4.24635 0.26814 1.70895 -0.46 -0.03 -1.10
C 6.01689 1.51347 3.08483 0.17 0.41 -0.04
C 4.87099 -0.68092 3.93937 0.41 0.74 1.05
C 5.39586 -1.90039 3.23295 0.43 0.05 -0.12
C 5.57987 -0.50448 5.27975 0.60 0.20 0.19
O 3.50256 -0.89106 4.26637 0.64 0.03 0.00
S 2.55001 -0.49629 6.74260 -0.56 0.45 0.46
H 3.89989 0.93790 9.95389 -0.27 -0.64 -0.35
H 2.55304 -0.24157 9.96912 0.40 -0.01 -0.13
H 4.18537 -0.75613 9.42112 -0.35 0.34 -0.03
H 3.37650 2.68604 8.23436 0.01 -0.10 0.01
H 2.52480 2.93463 5.72714 0.07 0.41 0.14
H 0.42398 -0.72323 5.59219 -0.57 0.18 -0.40
H -1.90575 0.02995 5.38929 0.21 0.34 -0.38
H -2.48124 2.07971 4.05105 0.99 -0.28 -0.13
H -0.64788 3.33252 2.90004 0.41 -0.37 0.09
H 1.70685 2.63678 3.13799 -0.18 -0.35 0.80
H 4.84081 -0.40978 1.08062 0.05 0.18 0.33
H 3.17025 -0.20813 1.92209 3.20 1.32 -0.97
H 4.09421 1.19890 1.13036 0.12 -0.30 0.22
H 6.87105 0.99705 2.68638 0.50 -0.22 -0.21
H 5.82750 2.40938 2.49408 0.04 0.01 -0.06
H 6.21232 1.81282 4.10346 0.24 0.17 0.32
H 6.42214 -1.68685 2.91482 0.00 -0.21 -0.02
H 5.40611 -2.74125 3.94064 -0.04 0.14 -0.33
H 4.79237 -2.13018 2.35778 0.00 -0.20 0.17
H 6.67458 -0.49126 5.14379 -0.29 0.07 0.13
H 5.26732 0.41433 5.81459 0.10 -0.42 -0.34
H 5.31940 -1.37122 5.90527 0.14 0.28 -0.14
```
Positions in Å, forces in eV/Å.

## Properties
Net charge ... 0
Calculated total energy ... -47194.1148 eV
Relative energy (zero: lowest compared OMol25 entry of this formula, charge and spin) ... 5.831 eV
Highest occupied orbital energy ... -6.89 eV
Frontier orbital gap ... 0.2230 Eh

Entry 2:
Below is a cluster of 11 separate species, C26H33BrN12S in total in a non-equilibrium geometry, with properties calculated with the ωB97M-V functional and the def2-TZVPD basis.

The geometry in XYZ format:
```
73
Properties=species:S:1:pos:R:3:forces:R:3
Br -0.14038 -0.75209 -3.51302 1.35 1.43 1.47
C 0.78624 0.59621 -2.36116 0.90 5.01 1.87
C 1.93826 0.16437 -1.24928 0.49 3.29 1.22
C 2.72506 1.22622 -0.25414 -3.25 0.02 -2.97
C 2.28644 2.80980 -0.39190 -1.13 1.41 -0.82
N 2.74855 4.04794 0.34419 -3.46 -2.61 -3.93
S 1.79491 5.36904 -0.30239 0.06 -3.49 -1.04
N 0.76481 4.70278 -1.54950 3.93 -4.88 3.11
C 1.14058 3.23828 -1.48878 -0.85 0.40 -0.77
C 0.35366 2.19051 -2.52412 3.24 -2.89 2.66
H 2.22869 -0.97675 -1.14084 -0.72 2.71 -0.36
H 3.53531 0.89735 0.55599 -2.10 0.66 -2.16
H -0.43558 2.59807 -3.28954 1.78 -1.11 1.78
C -3.45798 0.79166 -0.54557 -0.06 -0.04 0.25
C -2.92964 1.19797 -1.85856 0.32 0.33 -1.03
N -2.51217 1.51904 -2.89602 -0.98 -0.50 1.63
H -4.31499 1.40466 -0.24714 0.15 0.01 -0.32
H -3.79183 -0.25130 -0.54903 0.16 0.19 -0.21
H -2.70252 0.88692 0.24149 0.05 -0.03 -0.34
C -5.07279 -0.41133 -4.63342 0.09 0.06 -0.26
C -5.66425 -0.82116 -3.34875 -0.49 -0.34 1.11
N -6.13162 -1.14497 -2.33366 0.80 0.55 -1.65
H -5.10338 0.67550 -4.76439 -0.04 -0.20 0.26
H -4.02421 -0.71722 -4.71186 -0.20 0.02 0.26
H -5.60346 -0.85448 -5.48269 -0.07 -0.04 0.32
C 0.81499 -2.98977 1.23904 0.17 -0.07 0.10
C -0.41749 -2.19321 1.11806 -1.03 0.74 -0.13
N -1.39134 -1.56378 1.02246 1.57 -1.03 0.13
H 1.54187 -2.51176 1.90420 -0.27 0.12 -0.08
H 0.61377 -3.98744 1.64328 -0.12 0.27 -0.12
H 1.30506 -3.12644 0.26928 -0.28 0.10 0.08
C 6.20131 3.90763 -1.04194 0.02 0.27 0.04
C 5.85868 2.51674 -1.38282 -0.29 -1.14 -0.31
N 5.58795 1.41771 -1.65215 0.53 1.76 0.50
H 7.03641 3.95690 -0.33521 -0.13 -0.23 -0.14
H 6.49315 4.48112 -1.92804 -0.08 -0.30 0.04
H 5.35671 4.43103 -0.58154 -0.02 -0.32 -0.09
C -1.73127 -6.91550 0.62347 -0.32 0.15 -0.16
C -0.34311 -6.60427 1.00336 1.05 0.19 0.30
N 0.75375 -6.35831 1.30354 -1.75 -0.46 -0.45
H -2.13866 -6.16939 -0.06691 0.34 0.00 0.08
H -1.80650 -7.88943 0.12845 0.23 0.15 0.15
H -2.39263 -6.94406 1.49586 0.39 0.04 -0.11
C -0.22097 -9.96509 3.32477 0.22 -0.15 0.04
C -1.45345 -9.16853 3.20379 -1.07 0.64 -0.04
N -2.42730 -8.53909 3.10820 1.58 -1.20 0.30
H 0.50591 -9.48708 3.98994 -0.30 0.12 -0.12
H -0.42219 -10.96275 3.72901 -0.24 0.25 -0.07
H 0.26911 -10.10176 2.35502 -0.26 0.18 0.09
C 0.67745 8.74705 -1.82259 -0.04 -0.20 -0.06
C 2.06561 9.05829 -1.44270 1.20 0.22 0.28
N 3.16247 9.30424 -1.14252 -1.76 -0.38 -0.46
H 0.27006 9.49317 -2.51297 0.27 -0.11 0.23
H 0.60222 7.77312 -2.31760 0.27 0.10 0.09
H 0.01609 8.71849 -0.95020 0.34 0.07 -0.16
C 6.65452 0.94521 2.41625 0.20 0.18 -0.06
C 5.57251 0.03440 2.82592 -0.96 -0.80 0.35
N 4.71755 -0.68531 3.14960 1.40 1.21 -0.59
H 6.60819 1.17276 1.34603 -0.19 -0.21 0.13
H 6.60508 1.89892 2.95218 -0.19 -0.26 0.03
H 7.64197 0.51445 2.61284 -0.30 -0.11 0.04
C -1.10216 12.80093 -0.57177 0.06 0.24 0.07
C -1.44479 11.41004 -0.91265 -0.37 -1.20 -0.28
N -1.71552 10.31101 -1.18198 0.22 2.05 0.52
H -0.26706 12.85020 0.13496 -0.14 -0.25 -0.14
H -0.81032 13.37443 -1.45787 -0.09 -0.31 0.04
H -1.94676 13.32434 -0.11137 0.03 -0.30 -0.11
C -5.82610 -10.37991 3.80671 -0.14 0.23 -0.01
C -4.99297 -11.59391 3.79010 0.75 -1.06 -0.02
N -4.33466 -12.55315 3.77694 -1.07 1.62 0.02
H -6.66312 -10.45414 3.10446 0.23 -0.21 0.08
H -6.25152 -10.19483 4.79868 0.19 -0.23 -0.11
H -5.25020 -9.49033 3.53057 0.14 -0.30 0.03
```
Positions in Å, forces in eV/Å.

## Properties
Net charge ... 0
SMILES ... Brc1ccc2nsnc2c1.CC#N.CC#N.CC#N.CC#N.CC#N.CC#N.CC#N.CC#N.CC#N.CC#N
Calculated total energy ... -126243.7960 eV
Highest occupied orbital energy ... -8.24 eV
Frontier orbital gap ... 0.2522 Eh

Entry 3:
Below is a structure of composition C26H33Cl5N2OPtSi3, with properties calculated with the ωB97M-V functional and the def2-TZVPD basis.

The geometry in XYZ format:
```
71
Properties=species:S:1:pos:R:3:forces:R:3
Pt -0.04277 -0.25872 0.16629 0.41 -0.42 -0.60
C 1.13399 -2.86390 -1.41695 -0.06 -0.14 -0.03
Si 2.07887 -1.81649 -0.13127 -0.29 -0.12 -0.22
C 3.84989 -2.37558 -0.63040 0.26 0.08 0.18
C 1.81605 -2.68239 1.53765 0.04 -0.05 0.10
C 2.04324 0.04402 -0.04872 -0.29 -0.45 0.20
Si 2.33462 0.96888 -1.55856 0.06 0.20 -0.33
C 1.96419 0.02337 -3.14445 -0.06 -0.11 -0.18
C 1.42503 2.61397 -1.70527 -0.11 0.18 0.00
C 4.17680 1.42985 -1.76872 0.12 0.02 0.01
Si 2.40978 0.78737 1.54669 -0.15 0.05 0.28
C 4.08194 0.25776 2.26902 0.16 0.02 0.13
C 2.51713 2.67228 1.55731 -0.05 0.18 0.01
C 1.13439 0.43314 2.96049 0.29 0.04 -0.06
C 1.44456 0.38357 4.32134 -0.05 -0.05 -0.08
C 0.44555 0.11701 5.24978 0.17 0.04 0.02
C -0.84597 -0.07908 4.79935 -0.20 -0.01 -0.14
C -1.08862 0.02244 3.43212 0.11 0.00 0.17
N -0.13071 0.26873 2.54510 -0.40 0.10 0.64
H 1.20956 -3.92853 -1.14183 0.07 0.12 -0.02
H 1.55673 -2.75186 -2.42104 -0.03 0.00 0.04
H 0.07980 -2.59048 -1.45094 -0.01 -0.03 -0.01
H 3.93301 -3.46965 -0.65369 -0.01 0.04 -0.01
H 4.60413 -1.98839 0.06705 -0.01 -0.03 -0.06
H 4.10015 -1.99832 -1.62907 0.00 -0.01 0.03
H 2.07545 -3.74655 1.46156 0.02 0.06 -0.02
H 0.76612 -2.59873 1.82843 0.02 -0.02 0.01
H 2.42344 -2.24948 2.33957 -0.04 -0.02 -0.01
H 0.91715 -0.28885 -3.17528 0.07 0.00 0.01
H 2.58181 -0.87684 -3.22025 -0.02 0.04 -0.03
H 2.17662 0.65567 -4.01582 -0.01 -0.03 0.03
H 0.39569 2.49152 -1.35479 0.04 0.02 -0.04
H 1.40743 2.96364 -2.74499 0.01 -0.02 0.04
H 1.90049 3.39037 -1.09827 -0.04 -0.01 -0.03
H 4.78777 0.52044 -1.74775 0.00 0.04 -0.01
H 4.51852 2.07452 -0.95086 0.00 -0.03 -0.03
H 4.37298 1.95365 -2.71254 -0.02 -0.02 0.04
H 4.85487 0.47617 1.52383 0.00 -0.01 0.04
H 4.11735 -0.81432 2.47677 0.02 0.01 -0.02
H 4.33936 0.79430 3.19090 0.00 -0.02 -0.05
H 3.26825 3.02717 0.84518 -0.02 0.02 0.03
H 2.79733 3.02761 2.55572 -0.01 -0.02 -0.03
H 1.55577 3.11849 1.29014 0.03 -0.02 0.00
H 2.46857 0.53899 4.64355 -0.02 -0.02 0.00
H 0.67523 0.06075 6.30877 0.00 -0.01 -0.01
H -1.65990 -0.29572 5.48120 0.02 -0.01 0.00
H -2.09305 -0.10534 3.03502 0.02 0.01 -0.01
Cl -7.56922 0.89056 0.53611 0.15 -0.04 -0.11
C -5.90292 0.36491 0.73397 0.09 0.22 -0.01
C -4.92130 1.42634 0.84120 -0.29 -0.02 0.01
Cl -5.43464 2.88946 1.66038 0.05 -0.10 0.10
C -3.66654 1.33654 0.37138 0.09 -0.06 0.03
Cl -2.49178 2.59805 0.68849 0.03 0.05 -0.02
C -3.09062 -1.01151 0.28341 -0.51 -0.02 -0.19
O -2.00200 -1.57339 0.30176 0.44 0.14 0.11
C -4.30918 -1.56241 0.76595 0.37 0.21 0.09
Cl -4.14542 -3.17634 1.42768 0.00 0.03 0.07
C -5.58993 -0.96764 0.73516 0.10 -0.04 -0.05
Cl -6.94051 -2.09099 0.68601 -0.09 -0.03 0.01
N -3.18226 0.27246 -0.36691 -0.82 0.07 0.04
C -3.23355 0.30164 -1.79831 0.47 0.00 0.13
C -4.44289 0.30959 -2.47929 -0.13 0.06 -0.10
C -4.44368 0.31617 -3.86893 0.03 0.00 0.07
C -3.24173 0.29787 -4.56768 -0.03 0.01 0.01
C -2.03642 0.28232 -3.87833 -0.03 -0.03 0.11
C -2.02679 0.29344 -2.48783 -0.13 0.03 -0.24
H -5.37310 0.31084 -1.92274 0.02 0.00 -0.01
H -5.38573 0.32453 -4.40428 0.00 0.00 0.00
H -3.24861 0.29668 -5.65181 0.00 0.00 -0.01
H -1.09677 0.25951 -4.41746 0.00 0.02 0.00
H -1.10299 0.27494 -1.89933 0.11 -0.04 0.01
```
Positions in Å, forces in eV/Å.

## Properties
Net charge ... -2
Calculated total energy ... -122019.6117 eV
Relative energy (zero: lowest compared OMol25 entry of this formula, charge and spin) ... 2.121 eV
Highest occupied orbital energy ... -0.01 eV
Frontier orbital gap ... 0.1556 Eh

Entry 4:
Below is a structure of composition C26H33IrN in a non-equilibrium geometry, with properties calculated with the ωB97M-V functional and the def2-TZVPD basis.

The geometry in XYZ format:
```
61
Properties=species:S:1:pos:R:3:forces:R:3
Ir 0.00246 -0.15943 0.32277 -1.80 -0.82 -4.39
C -1.13664 0.77837 -1.51033 0.25 -0.36 0.92
C 0.27666 0.96617 -1.59583 0.60 -0.41 0.39
C 0.84896 -0.37583 -1.78933 0.11 0.66 0.55
C -0.24874 -1.27613 -1.86543 -0.09 0.55 0.92
C -1.47934 -0.58133 -1.74713 0.31 -0.05 0.73
C -2.84914 -1.12383 -2.01493 -0.41 -0.25 0.26
C -3.10804 -0.90373 -3.52213 0.28 0.09 0.16
C -3.91464 -0.37673 -1.20353 0.23 -0.04 0.02
C -2.92244 -2.62553 -1.71683 0.15 0.18 0.07
C 2.24436 -0.90173 -2.05993 0.43 -0.11 0.03
C 2.48946 -0.81843 -3.57573 -0.11 0.09 0.22
C 3.34446 -0.16743 -1.29203 -0.16 0.01 -0.01
C 2.33746 -2.37583 -1.62513 -0.15 0.14 0.10
C 0.86846 2.36957 -1.57843 0.35 0.40 0.30
C 1.69946 2.57757 -0.29693 -0.20 -0.09 0.07
C 1.69856 2.67167 -2.83253 -0.12 -0.19 0.09
C -0.25564 3.41787 -1.53923 0.05 -0.20 0.00
H -1.86234 1.56717 -1.45223 -0.03 0.08 0.30
H -0.17024 -2.31953 -2.10753 0.05 -0.19 0.36
H -3.06284 0.15287 -3.77663 -0.03 0.11 -0.07
H -4.09664 -1.27823 -3.77433 -0.09 -0.04 0.02
H -2.37404 -1.43733 -4.12263 0.04 -0.05 -0.11
H -3.98954 0.66387 -1.50683 -0.02 0.16 -0.01
H -3.68984 -0.41613 -0.13933 0.00 0.00 0.10
H -4.88784 -0.83333 -1.36193 -0.06 -0.06 -0.06
H -2.24694 -3.18523 -2.35923 0.07 -0.12 -0.04
H -3.92724 -2.99643 -1.90213 -0.08 0.04 -0.03
H -2.67184 -2.82813 -0.67723 0.02 -0.05 0.09
H 2.46416 0.20907 -3.92573 0.04 0.09 -0.08
H 1.73016 -1.37793 -4.11773 -0.06 -0.11 -0.10
H 3.46256 -1.24213 -3.80763 0.11 -0.05 -0.05
H 3.49576 0.84137 -1.65623 0.03 0.10 0.05
H 4.28486 -0.69963 -1.41783 0.04 -0.04 -0.03
H 3.10826 -0.14653 -0.22523 0.10 0.07 -0.02
H 1.76926 -3.03833 -2.27153 -0.08 -0.11 -0.06
H 1.99006 -2.49353 -0.59553 0.03 -0.09 -0.01
H 3.37386 -2.70003 -1.66843 0.06 0.00 -0.03
H 2.65726 2.07677 -0.33053 0.08 -0.06 0.04
H 1.14326 2.20197 0.57557 0.19 0.25 -0.13
H 1.88216 3.63867 -0.14743 0.01 0.13 -0.01
H 2.62306 2.11027 -2.87913 0.10 -0.11 -0.01
H 1.95876 3.72657 -2.83763 0.03 0.10 0.01
H 1.12126 2.46697 -3.73133 -0.04 -0.01 -0.16
H -0.82844 3.35567 -0.61763 -0.13 0.01 0.12
H -0.92674 3.32377 -2.38883 -0.12 0.02 -0.14
H 0.18846 4.40787 -1.58633 0.05 0.07 0.04
N -0.15894 -0.57303 10.24877 -0.01 0.00 0.34
C -0.18404 -0.48703 9.10647 -0.03 -0.01 0.51
C -0.19894 -0.40533 7.69487 0.03 0.04 -1.22
C -0.73944 0.71647 7.04777 0.16 -0.31 0.35
C -0.72504 0.78487 5.67367 0.11 -0.23 -0.45
C -0.17554 -0.26523 4.91397 0.05 -0.10 1.22
C 0.36126 -1.38823 5.57447 -0.11 0.27 -0.39
C 0.34936 -1.45843 6.94657 -0.15 0.28 0.35
C -0.13754 -0.21333 3.51557 0.14 -0.02 -1.11
C -0.07254 -0.22263 2.28557 -0.20 0.33 0.03
H -1.15604 1.52177 7.63727 0.00 -0.01 -0.02
H -1.12804 1.64417 5.16087 -0.06 0.09 0.00
H 0.78706 -2.18603 4.98527 0.03 -0.08 -0.01
H 0.76416 -2.31363 7.46087 0.00 -0.01 -0.01
```
Positions in Å, forces in eV/Å.

## Properties
Net charge ... +1
Calculated total energy ... -31816.4497 eV
Highest occupied orbital energy (alpha / beta) ... -11.57 / -11.57 eV
Frontier orbital gap (alpha / beta) ... 0.2218 / 0.2218 Eh